# 1
Below is a structure of composition C21H47N3O4Si2 at a distorted geometry, with properties calculated with the ωB97M-V functional and the def2-TZVPD basis.

- expectation value of S² = 2.01
- spin multiplicity = 3
- net charge = 0

Element x y z (Å)
H -4.68031 -2.85437 -0.72386
H 4.14983 5.54232 -2.16139
H -4.29515 -4.45420 -0.05745
H -7.59322 -5.96214 2.90059
H -8.38059 -2.31478 2.40863
H -8.43937 -4.51238 2.40293
H -1.30817 -0.84455 3.20858
C 6.12792 4.31545 -3.32860
H 4.76575 5.06193 -0.59301
H 4.68533 5.37066 -4.54818
C 3.06769 1.39758 -4.54034
C 5.99123 0.13885 2.17638
H 4.35961 -1.19730 1.08839
H 5.42145 2.52707 -5.39216
H 6.11314 4.84689 -5.41563
C 5.28350 3.63551 -2.21052
H 3.45013 1.65515 2.53014
O 6.25667 1.16381 2.99431
C 6.28481 3.22717 -1.07724
H -7.42633 -0.86227 2.72663
H -7.33843 -4.11789 4.55612
H -5.28486 -0.98277 4.07358
C 4.34379 4.67428 -1.52587
H 4.10797 3.49584 -6.01640
H -7.24608 -2.79829 -0.97096
H 2.39876 0.96660 -3.78918
C -7.43718 -4.92969 2.56862
N -5.57001 -2.70781 1.91887
H -4.65689 -2.53445 4.65814
H 2.46867 1.59686 -5.43742
C 3.73393 2.70685 -4.01230
C 2.53066 3.67394 -3.82868
H 7.46366 -1.39192 1.97846
C -7.64217 -1.87620 3.07682
N 4.44770 2.49340 -2.70726
C -5.11420 -3.79242 -0.35845
H 2.82110 4.69685 -3.59760
H -0.78711 -1.23084 0.95269
H -2.39444 0.42731 1.41412
Si -1.16771 -0.17183 1.92132
C -6.13456 -3.53413 0.80166
H -7.26393 -5.38312 0.47641
H 1.65132 -0.70118 3.44169
H 1.49660 -1.15492 1.03886
Si 1.61109 -0.12319 2.10090
H 3.38380 4.22740 -1.24611
C -7.28164 -2.72688 0.12091
H 3.36792 1.21981 0.67568
H -5.79048 -5.60119 1.40233
O 0.22454 0.95767 1.90971
C 5.39527 4.53871 -4.64739
H -8.14434 -1.78719 4.04814
C -5.56575 -2.00051 4.36123
N 7.15919 -0.52915 1.43464
H 3.79846 0.63335 -4.82531
C 4.46718 -0.43700 1.99598
H 4.08370 -1.04861 2.94686
O 5.29039 1.37621 -2.85947
H 6.78015 4.11051 -0.65334
H 6.83086 -0.84140 0.47335
O -4.27310 -3.18136 2.19310
H 5.77066 2.71134 -0.25790
H -5.60290 -4.28482 -1.20937
C -6.71287 -4.15016 3.65567
H -6.18538 -1.92726 5.26344
H -8.27244 -3.07767 0.42133
C 3.32446 0.75178 1.76229
H 1.94358 3.73932 -4.75314
H 7.00588 3.69351 -3.54542
H 1.85859 3.32459 -3.03902
H -5.80912 -4.70439 3.94730
H -7.20978 -1.65699 0.34391
C -6.33999 -2.71501 3.20931
H 6.51794 5.27753 -2.97206
C 4.67366 3.27911 -5.10196
H 7.08776 2.57715 -1.44076
C -6.64779 -4.93003 1.26375

Results of the Löwdin charge analysis, in e, for atoms 1 through 2:
1 H 0.088
2 H 0.072

# 2
Below is a structure of composition C21H48F6N3O5PPb at a distorted geometry, with properties calculated with the ωB97M-V functional and the def2-TZVPD basis.

- net charge = 0

Element x y z (Å)
N 12.90617 -13.55680 17.52571
H 15.77452 -11.68707 15.82751
H 11.98918 -15.32709 22.86744
H 10.78185 -19.28632 16.81439
H 13.15916 -13.08720 20.48810
H 12.12679 -11.10936 17.77616
C 8.13260 -12.35126 21.89482
H 8.99908 -17.74364 15.90787
C 14.08916 -12.94206 15.50955
C 9.63443 -14.12844 21.48665
C 14.77479 -11.80514 16.24991
O 11.82736 -14.17576 18.19553
F 7.93142 -19.50179 20.13579
H 7.85759 -12.07747 20.85763
C 11.08352 -17.85917 15.44494
H 8.67483 -14.78912 16.07266
H 9.01173 -16.04593 20.75802
H 15.94333 -17.13247 17.44198
H 10.91587 -18.57666 14.62541
H 9.10869 -14.62362 17.76626
H 14.06214 -17.94159 15.35334
C 13.94158 -13.17455 19.74205
H 15.58267 -13.00099 17.77034
C 12.73166 -11.30423 18.66312
C 12.75910 -13.40241 16.09395
H 12.25777 -14.43088 21.48346
H 10.39282 -13.69682 22.15321
H 14.02891 -18.94695 20.73801
H 13.32260 -10.40048 18.79742
H 11.30976 -14.91645 15.61635
H 12.46511 -14.65275 14.36555
H 10.75096 -12.48833 16.19690
O 8.37538 -13.72176 21.97956
H 14.92693 -15.73875 18.14784
H 15.44357 -11.35343 18.21762
C 8.90303 -15.35373 16.98305
H 11.91996 -17.28904 15.03995
H 11.00376 -17.03914 21.56772
H 7.97540 -15.84857 17.29773
F 9.29185 -17.96564 19.17016
H 14.81389 -12.63441 20.12880
C 13.93997 -18.31648 16.37885
F 11.12203 -19.24563 19.67032
H 14.22417 -10.87316 16.08877
C 13.46054 -16.30824 21.65925
H 11.62339 -12.37008 14.57353
C 12.36466 -14.71955 15.45515
O 13.88217 -17.34581 17.37687
C 15.04726 -16.51053 17.39491
H 12.76738 -19.98014 15.56560
P 9.51074 -19.42572 19.90419
H 14.86211 -18.15023 19.38365
H 13.00084 -15.53364 15.80479
C 9.69288 -15.63298 21.50265
H 12.85405 -19.92520 17.30009
C 12.74628 -19.29019 16.41409
H 11.97895 -11.51602 19.42249
H 9.39288 -16.09023 22.44813
H 14.35523 -15.75450 21.96009
H 9.79098 -13.69572 20.48896
H 13.97321 -12.74856 14.43843
N 11.06519 -16.11153 21.14623
Pb 11.60081 -16.70852 18.61610
H 14.31616 -14.20282 19.68813
O 13.57125 -16.92793 20.38323
F 9.70910 -20.87662 20.54180
H 15.39706 -17.83714 20.94486
C 13.56298 -12.60355 18.38168
H 15.06896 -15.99172 16.42951
H 13.37994 -17.13368 22.38214
H 9.02241 -11.72080 22.02127
F 9.67822 -18.71318 21.34553
N 11.48861 -18.56298 16.67925
H 9.48195 -16.50427 14.76606
H 7.28383 -12.05984 22.50443
H 12.11806 -11.35044 15.77621
C 14.46738 -18.00981 20.38740
H 14.79911 -13.78338 15.53969
F 9.42438 -20.11795 18.43433
C 12.21369 -15.46970 21.79663
C 11.68849 -12.34856 15.66802
O 9.98981 -16.22272 16.78224
C 9.82225 -17.06409 15.64067
H 14.79449 -19.00284 16.50041
C 14.87957 -12.15273 17.73143

Results of the Löwdin charge analysis, in e, for atoms 1 through 2:
1 N -0.174
2 H 0.110

# 3
Below is a cluster of 3 separate species, C21H48N5O10P2 in total at a distorted geometry, with properties calculated with the ωB97M-V functional and the def2-TZVPD basis.

- net charge = +1

Element x y z (Å)
C 2.90914 1.72489 -4.72605
C -2.14081 1.82669 -0.06083
H 0.99414 -7.71934 3.67695
C 1.92039 -0.03946 0.51093
H -2.19329 4.29509 4.39384
H -1.75284 2.51762 8.36088
H -1.89191 1.56193 -5.48887
C -5.01788 2.61002 0.59879
H 1.76954 -1.06458 0.85311
O 2.46363 -6.45894 0.76773
H 4.13790 -5.42014 1.51881
C 3.75492 -5.84121 0.59029
C -3.28748 2.28852 -0.97720
O -4.17263 3.19922 -0.37529
H -0.56829 3.94751 3.78674
H -1.12267 -5.24478 1.01152
C -0.60344 -0.23106 0.35119
H -3.81474 1.42508 -1.40533
H -4.65282 1.64486 0.95309
O -3.72314 1.58234 4.77674
H 3.37289 -0.79374 -0.84646
N -1.04974 1.20750 -5.03930
H 3.06253 5.33496 -8.02376
H 0.93515 -6.62277 5.07048
C -1.54529 3.51757 3.99158
H -1.29496 2.50171 -0.16160
H 3.20480 5.58380 -6.26491
H 2.42906 3.41092 -6.80432
C -1.79577 0.37221 -0.40876
H -6.03073 2.46394 0.21164
H -1.97124 3.12793 3.06883
O -3.38557 2.46785 7.05207
C -0.85784 -0.00522 -5.32568
H 2.46670 -6.86684 4.21590
H -2.51110 1.81745 0.96639
C 3.45691 3.02927 -6.70525
C 2.61682 -0.00513 -0.85554
C -2.60716 3.13002 8.06821
H 4.43833 -6.61173 0.24451
C 3.74647 5.31352 -7.17319
N 1.40217 0.18187 -4.43665
H 0.06819 -1.29844 -3.84961
H -1.51675 -0.56720 -5.99079
H 3.17086 0.92217 -0.98325
H 0.58120 1.48367 -0.24009
H -3.49949 -0.55092 5.99235
P -2.65787 1.95294 5.71865
H -2.83323 2.80249 -1.82865
H 0.71300 -1.45719 -5.48431
O -1.36606 2.42942 4.91978
H -3.25433 3.27343 8.92828
P 1.40925 -5.70520 1.69768
H 2.60199 0.42577 1.22584
H -2.26271 4.10256 7.71771
C 2.04905 0.41948 -3.28630
O 4.34860 4.02232 -7.04778
O 1.04016 -5.66786 3.26361
C -2.60972 -0.49366 6.61823
C 0.32960 -0.74619 -4.74776
H 4.55740 6.00786 -7.36374
H -2.90021 -0.54694 7.66845
H 3.52807 2.14998 -7.35473
H -1.53068 -6.83917 0.34200
N 2.98717 1.34276 -3.44254
N 3.65149 2.65873 -5.30407
H 3.67748 -5.05746 -0.16069
O 1.17210 -4.34365 1.19315
C -1.07931 -6.31984 1.18475
H 1.62006 1.06162 -6.31267
H 0.65321 0.00652 -1.83117
O -1.87724 0.70897 6.37756
C 0.59469 0.73758 0.55813
N 1.95130 1.02599 -5.36413
C 1.38632 -6.79223 4.09745
H -1.95274 -1.32963 6.38775
H -2.67764 -0.21526 -0.14027
H 4.34744 3.13448 -4.75213
H -0.22200 -1.05322 -0.25871
H -1.68070 0.27532 -1.49601
O 0.26720 -6.77736 1.30147
H 1.63289 -1.36584 -2.25344
H -5.09761 3.30202 1.43561
H 0.45001 1.21234 1.52652
C 1.68466 -0.29762 -2.03140
H -0.91042 -0.62961 1.31626
H -1.63482 -6.56330 2.09174

Results of the Löwdin charge analysis, in e, for atoms 1 through 2:
1 C -0.324
2 C -0.177

| no. | E (eV) |
| --- | --- |
| 1 | -50949.418 |
| 2 | -68107.456 |
| 3 | -69053.763 |